{"formula": "C5H4O2", "method": "wB97M-V/def2-TZVPD", "symbols": ["O", "C", "C", "C", "C", "C", "O", "H", "H", "H", "H"], "xyz": [[1.754, -0.232, 0.580], [0.437, -0.145, 0.552], [-0.284, 1.096, 0.521], [-0.581, 0.749, -0.973], [-0.857, -0.590, -1.136], [-0.290, -1.340, -0.032], [-0.170, -2.499, 0.284], [-1.227, 1.119, 1.065], [0.299, 2.004, 0.689], [2.149, 0.622, 0.810], [-1.264, -1.016, -2.049]], "forces_ev_per_angstrom": [[-0.137, 0.165, 0.063], [0.200, -0.050, 0.076], [0.042, 0.044, 0.185], [-0.117, -0.229, -0.121], [-0.065, 0.040, -0.137], [0.013, -0.111, -0.014], [-0.002, 0.375, -0.111], [0.153, -0.016, -0.106], [-0.071, -0.166, -0.077], [0.000, -0.097, 0.082], [-0.016, 0.043, 0.158]], "fmax_ev_per_a": 0.39, "homo_energy_ev": [-8.4, -8.4], "lumo_energy_ev": [0.0, 0.0]}

***

{"formula": "C18H21NO4S", "method": "wB97M-V/def2-TZVPD", "symbols": ["C", "C", "C", "C", "C", "C", "C", "H", "H", "H", "H", "S", "O", "O", "C", "C", "C", "C", "C", "C", "O", "N", "H", "C", "H", "C", "C", "H", "C", "H", "H", "C", "H", "H", "H", "H", "H", "O", "H", "H", "H", "H", "H", "H", "H"], "xyz": [[-1.326, -1.262, 0.618], [-0.781, -0.639, 1.862], [0.460, -0.945, 2.403], [0.891, -0.380, 3.593], [0.093, 0.523, 4.267], [-1.139, 0.866, 3.730], [-1.566, 0.287, 2.552], [-2.530, 0.551, 2.142], [-1.769, 1.582, 4.236], [0.428, 0.959, 5.196], [1.853, -0.678, 3.979], [1.739, -1.956, 1.632], [2.391, -2.731, 2.651], [1.280, -2.658, 0.464], [2.946, -0.656, 1.057], [2.139, 0.484, 0.602], [1.914, 1.726, 1.134], [0.904, 2.318, 0.348], [0.571, 1.396, -0.608], [-0.456, 1.452, -1.668], [-1.182, 2.421, -1.801], [-0.498, 0.334, -2.425], [0.141, -0.407, -2.183], [-1.439, 0.088, -3.498], [-1.212, -0.906, -3.894], [-2.908, 0.137, -3.066], [-3.640, 0.201, -4.402], [-3.689, -0.798, -4.840], [-2.771, 1.121, -5.274], [-3.183, 2.129, -5.290], [-2.733, 0.762, -6.302], [-1.375, 1.129, -4.627], [-0.584, 0.900, -5.340], [-1.169, 2.102, -4.185], [-4.657, 0.574, -4.298], [-3.075, 1.051, -2.497], [-3.196, -0.723, -2.462], [1.327, 0.280, -0.454], [0.470, 3.289, 0.463], [2.414, 2.158, 1.976], [3.592, -0.402, 1.890], [3.503, -1.133, 0.255], [-1.764, -0.499, -0.024], [-0.559, -1.807, 0.079], [-2.117, -1.963, 0.887]], "forces_ev_per_angstrom": [[-0.079, -0.066, -0.165], [-0.081, 0.020, -0.117], [0.452, -0.324, -0.194], [-0.005, 0.050, 0.327], [0.121, -0.050, -0.034], [-0.028, -0.012, -0.032], [0.114, -0.053, 0.039], [-0.108, 0.018, -0.060], [-0.066, 0.065, 0.046], [0.046, 0.027, 0.087], [0.115, 0.044, 0.162], [0.550, -0.052, 0.024], [0.060, 0.164, 0.275], [-0.146, 0.221, -0.118], [-0.930, -0.594, 0.088], [0.255, 1.031, 0.388], [0.318, -0.643, -0.311], [-0.311, -0.474, -0.676], [0.041, 1.004, 0.724], [0.163, -0.450, -0.124], [-0.045, 0.196, 0.081], [0.251, -0.305, -0.019], [-0.027, 0.077, 0.019], [-0.327, 0.349, -0.030], [-0.009, 0.062, 0.059], [-0.001, -0.189, -0.109], [-0.066, 0.012, 0.104], [-0.057, -0.033, -0.017], [0.009, 0.008, -0.126], [-0.010, 0.025, -0.065], [-0.043, 0.073, -0.040], [0.115, -0.037, -0.073], [0.068, 0.020, 0.004], [0.050, -0.028, -0.027], [-0.066, -0.076, -0.033], [0.005, -0.003, 0.058], [-0.003, -0.016, 0.086], [-0.055, -0.195, -0.291], [-0.162, 0.194, -0.040], [0.125, 0.015, 0.232], [0.002, 0.043, 0.079], [0.059, -0.130, -0.011], [-0.054, 0.021, -0.040], [-0.182, 0.045, -0.103], [-0.056, -0.054, -0.025]], "fmax_ev_per_a": 1.24, "homo_energy_ev": -8.8, "smiles": "Cc1ccccc1S(=O)(=O)Cc1ccc(C(=O)NC2CCCC2)o1", "lumo_energy_ev": 0.6}

***

{"formula": "C4H4N2O", "method": "wB97M-V/def2-TZVPD", "symbols": ["C", "C", "C", "C", "N", "N", "O", "H", "H", "H", "H"], "xyz": [[0.145, -0.847, 0.337], [-1.039, -0.845, -0.339], [-0.397, 1.176, -0.254], [0.582, 0.478, 0.433], [3.389, 0.120, -0.496], [4.375, 0.152, -0.007], [-1.370, 0.402, -0.657], [0.842, -1.748, 0.580], [-1.746, -1.645, -0.403], [-0.473, 2.138, -0.640], [1.599, 0.862, 0.784]], "forces_ev_per_angstrom": [[1.870, -2.761, 0.269], [0.643, -1.487, 1.309], [2.195, 0.304, 1.364], [0.823, 2.025, -0.720], [1.833, -0.048, 0.559], [-1.499, -0.048, -0.727], [-1.525, -0.718, -0.755], [-1.921, 1.636, -0.195], [-0.349, 0.030, -0.576], [0.080, 1.627, -0.066], [-2.151, -0.560, -0.462]], "fmax_ev_per_a": 3.35, "homo_energy_ev": -8.7, "smiles": "c1ccoc1.N#N", "lumo_energy_ev": 1.2}

***

{"formula": "C43H46F6GeN5O10PRb", "method": "wB97M-V/def2-TZVPD", "symbols": ["Rb", "C", "N", "C", "C", "O", "C", "O", "C", "C", "O", "N", "C", "C", "H", "H", "H", "H", "H", "H", "H", "H", "H", "H", "H", "H", "H", "H", "H", "H", "O", "C", "C", "C", "C", "N", "C", "C", "C", "C", "C", "C", "O", "C", "C", "N", "H", "H", "H", "H", "H", "H", "H", "H", "H", "H", "H", "H", "O", "C", "C", "O", "C", "C", "O", "C", "O", "O", "F", "P", "F", "F", "F", "F", "F", "N", "H", "H", "H", "C", "C", "C", "C", "C", "C", "Ge", "C", "C", "C", "C", "C", "C", "C", "C", "C", "C", "C", "C", "H", "H", "H", "H", "H", "H", "H", "H", "H", "H", "H", "H", "H", "H", "H"], "xyz": [[-0.744, -0.251, -1.484], [-1.478, -3.105, -5.502], [-0.336, -3.462, -4.671], [0.596, -4.428, -5.220], [-0.184, -2.821, -3.478], [-1.064, -2.106, -3.033], [1.114, -3.029, -2.704], [1.904, -1.849, -2.845], [3.222, -2.002, -2.391], [3.406, -2.299, -0.903], [2.481, -2.334, -0.118], [4.704, -2.520, -0.538], [5.018, -2.791, 0.853], [5.814, -2.501, -1.470], [-2.204, -3.921, -5.552], [-1.138, -2.868, -6.512], [-1.960, -2.232, -5.071], [0.098, -4.961, -6.028], [0.892, -5.168, -4.477], [1.495, -3.952, -5.624], [1.688, -3.887, -3.068], [0.839, -3.176, -1.659], [3.709, -1.046, -2.590], [3.732, -2.783, -2.975], [4.118, -2.661, 1.443], [5.780, -2.096, 1.210], [5.382, -3.816, 0.978], [5.787, -1.617, -2.109], [5.833, -3.391, -2.109], [6.738, -2.474, -0.897], [-8.229, -0.820, 0.190], [-7.416, -1.929, -0.152], [-5.964, -1.538, -0.152], [-4.998, -2.464, -0.519], [-3.672, -2.066, -0.505], [-3.282, -0.846, -0.170], [-4.201, 0.055, 0.168], [-5.558, -0.260, 0.199], [-3.691, 1.419, 0.470], [-4.550, 2.509, 0.605], [-4.026, 3.775, 0.813], [-4.928, 4.980, 0.929], [-6.223, 4.791, 0.388], [-2.648, 3.908, 0.890], [-1.871, 2.769, 0.757], [-2.368, 1.558, 0.555], [-9.150, -1.085, 0.140], [-7.672, -2.306, -1.149], [-7.560, -2.748, 0.563], [-5.269, -3.475, -0.797], [-2.882, -2.760, -0.771], [-6.310, 0.457, 0.490], [-5.621, 2.387, 0.537], [-4.437, 5.840, 0.457], [-5.078, 5.226, 1.982], [-6.128, 4.443, -0.506], [-2.182, 4.876, 1.037], [-0.790, 2.840, 0.809], [-2.244, -1.646, 4.229], [-1.640, -1.572, 3.185], [-0.653, -0.558, 2.760], [-0.239, 0.464, 3.357], [-0.159, -0.892, 1.486], [-0.763, -2.081, 0.962], [-0.550, -2.672, -0.093], [-1.734, -2.539, 2.022], [-2.447, -3.509, 1.959], [0.785, -0.146, 0.940], [-2.394, 1.539, -2.358], [-2.306, 1.377, -3.987], [-3.710, 2.150, -4.141], [-3.073, -0.038, -3.879], [-1.518, 2.794, -4.061], [-0.852, 0.624, -3.822], [-2.186, 1.211, -5.586], [0.620, 2.722, -1.884], [-0.220, 2.286, -1.524], [0.707, 2.388, -2.839], [0.407, 3.710, -1.954], [0.549, 5.394, 3.105], [1.431, 5.108, 2.073], [1.777, 3.791, 1.797], [1.236, 2.748, 2.545], [0.344, 3.042, 3.573], [0.002, 4.358, 3.851], [1.794, 0.890, 2.136], [3.342, 1.095, 0.884], [4.633, 0.899, 1.374], [5.744, 1.029, 0.550], [5.579, 1.364, -0.786], [4.300, 1.583, -1.282], [3.193, 1.447, -0.456], [2.561, -0.162, 3.624], [2.620, -1.550, 3.531], [3.042, -2.312, 4.610], [3.420, -1.694, 5.794], [3.365, -0.311, 5.896], [2.930, 0.449, 4.818], [0.291, 6.422, 3.330], [1.854, 5.911, 1.481], [2.461, 3.574, 0.986], [-0.096, 2.229, 4.136], [-0.697, 4.575, 4.650], [4.767, 0.647, 2.421], [6.739, 0.877, 0.955], [6.445, 1.464, -1.431], [4.162, 1.877, -2.318], [2.207, 1.661, -0.848], [2.315, -2.036, 2.609], [3.063, -3.392, 4.529], [3.747, -2.289, 6.638], [3.645, 0.182, 6.818], [2.861, 1.528, 4.915]], "forces_ev_per_angstrom": [[0.686, 0.470, 1.708], [-0.022, 0.023, 0.106], [-0.063, 0.101, -0.065], [0.096, 0.102, 0.064], [-0.026, -0.337, -0.270], [0.089, -1.065, -0.783], [-0.011, -0.116, 0.136], [-0.159, -0.011, 0.251], [-0.097, 0.128, -0.217], [0.060, -0.035, 0.024], [-0.023, -0.015, -0.056], [0.075, 0.071, 0.160], [-0.060, -0.061, -0.062], [-0.167, 0.007, -0.086], [0.030, -0.019, -0.004], [0.007, -0.010, 0.004], [-0.018, 0.004, -0.039], [-0.005, 0.011, -0.016], [0.001, -0.017, -0.029], [-0.001, -0.032, -0.020], [-0.012, 0.002, 0.017], [0.049, -0.045, 0.005], [0.090, 0.000, -0.067], [0.008, 0.022, -0.007], [-0.003, 0.007, 0.022], [-0.005, 0.026, -0.007], [0.005, 0.015, 0.006], [0.063, 0.007, 0.023], [0.046, 0.010, 0.023], [0.025, 0.033, -0.021], [0.035, 0.081, 0.015], [0.006, -0.106, -0.021], [0.039, 0.082, 0.010], [-0.096, 0.145, 0.086], [-0.133, -0.316, -0.138], [0.025, 0.050, -0.024], [-0.139, -0.216, -0.048], [-0.026, -0.040, 0.018], [0.060, 0.351, 0.041], [0.012, -0.058, 0.035], [-0.056, -0.052, -0.044], [0.026, 0.049, -0.024], [-0.006, -0.060, 0.011], [-0.051, -0.001, -0.027], [-0.017, 0.150, 0.102], [0.074, -0.161, -0.047], [-0.028, -0.038, 0.000], [-0.007, -0.001, 0.016], [0.008, 0.006, -0.013], [0.045, -0.008, -0.013], [0.000, 0.002, 0.008], [0.053, 0.043, 0.003], [0.000, -0.016, -0.019], [0.033, -0.019, 0.039], [-0.002, 0.003, -0.012], [0.011, 0.041, -0.005], [0.030, -0.013, 0.000], [0.045, 0.009, 0.034], [-0.011, 0.039, -0.031], [-0.139, 0.003, 0.247], [0.157, 0.311, -0.362], [0.039, -0.712, 0.025], [-0.415, -0.452, 0.626], [0.408, -0.170, 0.013], [-0.217, -0.066, 0.115], [-0.145, -0.147, -0.044], [0.037, -0.017, 0.028], [0.400, 0.396, 0.287], [-0.198, 0.230, -0.338], [-0.283, 0.555, -0.608], [0.015, -0.070, 0.052], [0.231, 0.068, 0.099], [-0.050, -0.095, -0.021], [-0.254, 0.333, -0.621], [-0.016, -0.031, 0.044], [0.115, 0.012, 0.031], [-0.158, 0.296, -0.065], [-0.134, 0.038, -0.052], [-0.050, -0.006, -0.004], [0.007, 0.026, -0.032], [0.015, 0.083, -0.050], [-0.051, -0.007, 0.037], [0.272, -0.488, -0.190], [-0.067, 0.118, 0.235], [0.047, 0.047, -0.005], [0.293, 0.327, -0.079], [-0.173, -0.135, 0.319], [-0.076, -0.004, 0.089], [0.077, -0.024, 0.003], [0.035, -0.020, 0.001], [-0.024, -0.019, -0.097], [-0.001, -0.110, 0.110], [-0.534, 0.172, -0.280], [-0.035, 0.010, -0.151], [0.043, -0.046, 0.045], [0.011, -0.014, -0.017], [0.048, 0.065, 0.019], [-0.013, 0.071, -0.033], [-0.025, 0.004, -0.022], [-0.005, 0.009, 0.003], [0.029, 0.043, 0.001], [0.056, 0.310, 0.002], [0.016, -0.003, 0.006], [0.078, -0.043, -0.042], [-0.005, -0.012, -0.010], [-0.012, 0.028, -0.011], [-0.003, -0.018, 0.009], [0.051, 0.011, -0.111], [0.002, -0.030, -0.002], [0.014, -0.001, 0.006], [-0.010, 0.002, 0.006], [0.009, -0.035, 0.009], [0.002, -0.014, 0.026]], "fmax_ev_per_a": 1.90, "total_charge": -1, "homo_energy_ev": -5.1, "lumo_energy_ev": 1.9}

***

{"formula": "C5H15N5O10", "method": "wB97M-V/def2-TZVPD", "symbols": ["C", "N", "O", "O", "H", "H", "H", "C", "N", "O", "O", "H", "H", "H", "C", "N", "O", "O", "H", "H", "H", "C", "N", "O", "O", "H", "H", "H", "C", "N", "O", "O", "H", "H", "H"], "xyz": [[0.462, -0.311, 1.084], [0.441, 1.126, 0.605], [-0.622, 1.581, 0.211], [1.487, 1.700, 0.434], [1.038, -0.327, 2.010], [1.002, -0.978, 0.412], [-0.565, -0.575, 1.337], [-2.317, 3.040, 0.255], [-2.075, 3.071, 1.766], [-1.807, 4.144, 2.278], [-2.018, 2.007, 2.367], [-3.251, 2.554, -0.026], [-1.444, 2.518, -0.137], [-2.280, 4.020, -0.222], [3.131, 0.834, -0.558], [2.386, 0.426, -1.807], [2.438, 1.169, -2.795], [1.717, -0.608, -1.724], [2.653, 1.773, -0.278], [4.169, 1.023, -0.831], [3.193, 0.193, 0.322], [-2.126, -0.122, -0.714], [-1.852, -1.480, -1.253], [-1.968, -1.689, -2.473], [-1.631, -2.369, -0.443], [-1.282, 0.422, -0.288], [-2.937, -0.227, 0.006], [-2.468, 0.576, -1.478], [1.205, -3.971, 0.450], [0.581, -2.632, 0.067], [-0.233, -2.090, 0.832], [0.957, -2.090, -0.992], [1.272, -4.038, 1.536], [2.204, -3.949, 0.015], [0.540, -4.724, 0.028]], "forces_ev_per_angstrom": [[0.521, 3.639, 2.375], [1.123, -0.911, -0.138], [5.118, -1.725, 1.288], [-4.345, 1.535, 3.823], [0.032, 0.384, 0.195], [0.312, 3.093, -0.436], [0.548, 1.895, -0.063], [-1.510, 1.631, -0.229], [0.307, 0.441, -0.629], [-0.290, -0.282, -0.310], [-0.508, 0.288, -0.425], [0.034, -0.116, 0.592], [-2.281, 2.133, -0.368], [-0.330, 0.378, 0.897], [3.309, 0.503, -2.030], [0.121, 0.038, -0.424], [0.089, -1.006, 1.714], [2.897, 5.078, -2.328], [2.692, -0.344, -1.674], [0.030, -0.103, -0.566], [-0.781, -0.557, -0.705], [-1.303, -0.478, -0.857], [-1.255, -0.852, -1.676], [0.609, 0.675, 1.560], [-3.753, 0.294, -2.727], [-0.886, -1.957, -0.386], [0.257, -0.142, 0.198], [-0.092, -0.631, -0.505], [-0.134, 1.126, -0.107], [0.071, -1.605, 0.545], [2.811, -7.080, 0.160], [-3.153, -5.099, 3.498], [-0.263, 0.058, -0.155], [-0.253, -0.288, -0.134], [0.256, -0.014, 0.027]], "fmax_ev_per_a": 7.62, "homo_energy_ev": -9.7, "lumo_energy_ev": -1.0}

***

{"formula": "C5H6O2", "method": "wB97M-V/def2-TZVPD", "symbols": ["C", "C", "C", "C", "C", "H", "H", "H", "H", "H", "H", "O", "O"], "xyz": [[-1.792, -0.747, -0.432], [-0.833, 0.270, 0.001], [-0.430, 1.251, 0.759], [0.502, 0.867, -0.359], [1.746, 0.051, -0.088], [-1.383, -1.762, -0.302], [-2.699, -0.635, 0.182], [-2.124, -0.706, -1.481], [-0.550, 1.771, 1.662], [0.755, 1.601, -1.149], [2.440, -1.299, 0.975], [1.613, -0.792, 0.977], [2.755, 0.130, -0.745]], "forces_ev_per_angstrom": [[-0.900, -0.630, 0.216], [0.451, 1.567, -0.275], [-0.409, -2.113, -1.206], [1.249, 0.289, 0.194], [-0.344, 0.456, -0.013], [-0.078, 0.365, 0.136], [0.266, -0.301, -0.148], [0.452, 0.412, 0.257], [-0.014, 0.718, 0.750], [-0.664, -0.580, 0.124], [-0.027, -0.025, 0.200], [0.313, 0.102, -0.594], [-0.294, -0.261, 0.359]], "fmax_ev_per_a": 2.47, "homo_energy_ev": -9.5, "smiles": "CC1=C[C@H]1C(=O)O", "lumo_energy_ev": 0.8}